Molecular formula: C5H13NS
Method: DFT, ωB97M-V with the def2-TZVPD basis set

The geometry in XYZ format:
```
20
Properties=species:S:1:pos:R:3:mulliken_charge:R:1
C -1.540 1.090 -2.872 -1.077
C -1.415 -0.399 -2.863 -0.231
C -0.563 -0.907 -1.759 -0.723
N -0.569 -0.155 -0.518 -0.234
C 0.702 -0.297 0.286 -0.622
C 0.197 0.200 1.812 -0.623
S 1.713 0.220 2.921 -0.215
H -1.826 1.400 -1.747 0.215
H -0.723 1.733 -3.237 0.292
H -2.497 1.437 -3.349 0.350
H -2.557 -0.749 -2.842 0.226
H -0.891 -0.665 -3.792 0.243
H 0.539 -0.938 -1.916 0.404
H -0.893 -1.926 -1.490 0.328
H -1.416 -0.282 0.033 0.232
H 1.359 0.533 -0.124 0.316
H 1.121 -1.330 0.167 0.341
H -0.341 1.245 1.725 0.291
H -0.538 -0.629 1.972 0.349
H 0.955 -0.395 3.859 0.136
```

Calculated values
SMILES: CCCNCCS
Gap between HOMO and LUMO in eV: 9.40
E_LUMO in eV: 0.9
DFT total energy in eV: -17718.9785
Molar mass in g mol⁻¹: 119.23
E_HOMO in eV: -8.501
Maximum force in eV Å⁻¹: 4.44



Molecular formula: C43H41Cl5FN5Y
Method: DFT, ωB97M-V with the def2-TZVPD basis set

The geometry in XYZ format:
```
96
Properties=species:S:1:pos:R:3:mulliken_charge:R:1
Y 0.625 0.111 0.670 -1.704
C -1.982 0.979 -1.641 -1.475
C -1.107 0.303 -2.699 -0.632
C 0.187 1.053 -2.859 0.502
C 0.639 1.459 -4.105 -1.085
C 1.725 2.318 -4.191 -0.661
C 2.308 2.773 -3.022 -1.035
C 1.820 2.289 -1.824 -0.155
N 0.808 1.423 -1.726 1.128
N -1.865 0.393 -0.279 1.435
C -2.592 -0.887 -0.276 -1.544
C -2.253 -1.771 0.887 0.371
C -3.189 -2.649 1.405 -1.054
C -2.807 -3.530 2.404 -0.923
C -1.504 -3.490 2.866 -0.992
C -0.644 -2.558 2.318 -0.291
N -0.998 -1.720 1.336 1.852
C -2.520 1.310 0.668 -1.218
C -1.696 2.529 0.998 0.379
C -2.322 3.679 1.457 -1.172
C -1.554 4.775 1.799 -0.637
C -0.176 4.700 1.657 -1.084
C 0.369 3.522 1.195 -0.156
N -0.369 2.447 0.874 1.198
H -3.038 0.953 -1.936 0.531
H -1.701 2.027 -1.561 0.574
H -1.630 0.280 -3.654 0.600
H -0.908 -0.736 -2.438 -0.024
H 0.118 1.128 -4.994 0.505
H 2.087 2.648 -5.157 0.435
H 3.133 3.472 -3.026 0.505
H 2.264 2.617 -0.892 0.063
H -2.335 -1.424 -1.188 0.453
H -3.673 -0.712 -0.313 0.626
H -4.203 -2.642 1.023 0.568
H -3.521 -4.231 2.821 0.448
H -1.157 -4.143 3.656 0.560
H 0.364 -2.459 2.694 0.126
H -2.725 0.771 1.590 0.398
H -3.485 1.633 0.262 0.617
H -3.401 3.705 1.542 0.556
H -2.023 5.680 2.164 0.453
H 0.468 5.534 1.904 0.505
H 1.441 3.424 1.087 0.121
C 4.495 -0.003 -1.985 -1.622
C 5.137 0.460 -0.679 0.609
C 4.851 1.937 -0.390 -1.181
C 4.935 -0.376 0.593 0.509
C 6.035 -0.339 1.454 -0.599
C 6.068 -1.037 2.646 -1.736
C 4.999 -1.855 2.961 -0.444
C 3.886 -1.937 2.132 1.340
C 2.847 -3.001 2.449 1.773
C 2.264 -2.878 3.859 -1.882
C 3.431 -4.405 2.250 -1.749
C 3.807 -1.128 0.981 -1.312
N 2.570 -1.139 0.227 3.507
C 2.544 -2.210 -0.672 -0.124
C 3.621 -3.037 -1.034 -1.105
C 3.476 -4.061 -1.961 -1.061
C 2.261 -4.318 -2.583 -0.988
C 1.169 -3.525 -2.252 -1.126
C 1.366 -2.530 -1.333 -0.196
F 0.270 -1.746 -0.986 1.231
H 4.852 0.635 -2.799 0.536
H 3.411 0.046 -1.965 0.001
H 4.772 -1.028 -2.229 0.341
H 6.214 0.401 -0.860 0.556
H 3.805 2.088 -0.118 -0.283
H 5.064 2.563 -1.263 0.505
H 5.454 2.300 0.445 0.422
H 6.900 0.250 1.162 0.463
H 6.935 -0.984 3.294 0.411
H 5.045 -2.468 3.856 0.397
H 2.049 -2.889 1.717 -0.860
H 3.038 -3.010 4.619 0.441
H 1.516 -3.659 4.038 0.338
H 1.797 -1.908 4.032 0.505
H 4.241 -4.591 2.962 0.326
H 3.829 -4.534 1.242 0.337
H 2.662 -5.167 2.413 0.460
H 4.584 -2.875 -0.569 0.752
H 4.340 -4.669 -2.201 0.488
H 2.158 -5.119 -3.303 0.433
H 0.187 -3.674 -2.687 0.480
Cl 2.814 1.467 2.288 -0.266
C 1.711 0.905 3.553 0.841
C 0.469 0.471 3.132 -0.655
C -0.388 0.205 4.204 1.322
Cl -2.097 -0.106 3.935 -0.231
C 0.005 0.235 5.542 -0.224
Cl -1.091 -0.157 6.807 -0.177
C 1.312 0.597 5.871 0.622
Cl 1.835 0.614 7.502 -0.176
C 2.182 0.972 4.857 -0.446
Cl 3.783 1.477 5.210 -0.168
```

Calculated values
Gap between HOMO and LUMO in eV: 7.35
E_LUMO in eV: -2.4
Charge: +1
DFT total energy in eV: -119079.2167
Molar mass in g mol⁻¹: 913.00
E_HOMO in eV: -9.729
Maximum force in eV Å⁻¹: 0.67



Molecular formula: C20H31O5SSn
Method: DFT, ωB97M-V with the def2-TZVPD basis set

The geometry in XYZ format:
```
58
Properties=species:S:1:pos:R:3:mulliken_charge:R:1
O -0.630 -2.187 -2.372 -0.322
C -1.965 -2.748 -2.358 -0.360
C -1.714 -3.765 -3.471 -0.703
H -2.703 -1.987 -2.610 0.194
H -2.209 -3.213 -1.400 0.147
C -0.326 -3.047 -3.514 1.232
H -2.417 -3.629 -4.312 0.309
H -1.674 -4.796 -3.074 0.310
C -0.082 -2.152 -4.723 -1.543
H -0.958 -1.508 -4.896 0.398
H 0.101 -2.749 -5.637 0.377
H 0.800 -1.528 -4.494 0.275
C 0.878 -3.915 -3.183 -1.584
H 0.722 -4.468 -2.246 0.358
H 1.740 -3.241 -3.054 0.293
H 1.093 -4.632 -3.987 0.419
Sn 1.778 1.783 1.531 1.265
C 3.008 1.140 3.867 -0.814
C 1.640 1.594 3.888 -0.212
C 0.810 0.542 3.311 -0.155
H 1.300 2.476 4.426 0.535
C 1.695 -0.534 2.942 -0.460
C 3.021 -0.180 3.335 -0.613
H 3.861 -0.885 3.316 0.486
H 3.884 1.672 4.267 0.492
H -0.279 0.508 3.371 0.622
H 1.342 -1.501 2.573 0.415
C 2.708 3.786 0.228 -0.846
C 3.533 2.846 -0.458 -0.570
C 2.705 1.847 -1.039 -0.692
H 4.617 2.937 -0.591 0.490
C 1.331 2.172 -0.756 -0.449
C 1.329 3.441 -0.034 -0.147
H 0.461 4.089 0.117 0.699
H 3.028 4.690 0.741 0.542
H 3.029 1.027 -1.684 0.527
H 0.443 1.708 -1.178 0.683
O -1.797 -0.717 -0.914 -0.477
C -0.680 -1.039 -0.105 0.866
C -1.213 -1.996 0.955 -0.454
H -0.230 -0.145 0.358 -0.926
H 0.049 -1.530 -0.721 0.743
C -2.610 -1.443 1.213 -0.595
H -0.598 -2.077 1.854 0.214
H -1.246 -2.965 0.442 0.229
C -2.895 -0.564 0.009 -0.499
H -2.607 -0.838 2.112 0.288
H -3.350 -2.252 1.295 0.294
H -2.878 0.503 0.346 0.067
H -3.841 -0.771 -0.517 0.376
C -1.989 4.480 1.774 -1.140
S -1.060 3.100 2.413 1.198
O 0.330 3.644 2.556 -0.716
O -1.678 2.724 3.672 -0.685
O -1.059 2.029 1.377 -0.415
H -2.426 4.960 2.659 0.407
H -2.785 4.102 1.116 0.333
H -1.334 5.201 1.262 0.297
```

Calculated values
Gap between HOMO and LUMO (alpha / beta) in eV: 3.63 / 3.63
E_LUMO (alpha / beta) in eV: -7.8 / -7.8
Charge: +1
DFT total energy in eV: -48133.2475
Molar mass in g mol⁻¹: 502.24
E_HOMO (alpha / beta) in eV: -11.411 / -11.412
Maximum force in eV Å⁻¹: 3.55



Molecular formula: C17H41N2O6P
Method: DFT, ωB97M-V with the def2-TZVPD basis set

The geometry in XYZ format:
```
67
Properties=species:S:1:pos:R:3:mulliken_charge:R:1
C -0.142 -0.013 4.227 -1.179
C -0.907 -0.071 2.928 -0.364
O -0.496 0.990 2.074 -0.183
P -1.438 1.107 0.701 -0.032
C -0.132 1.119 -0.589 -0.378
C 0.712 2.362 -0.359 0.625
C -0.076 3.641 0.248 -1.095
O 0.558 3.382 -1.175 -0.561
H -0.160 0.981 4.664 0.302
H 0.888 -0.325 4.085 0.155
H -0.597 -0.695 4.941 0.415
H -1.977 0.007 3.138 0.409
H -0.717 -1.039 2.463 0.384
H -1.969 -0.215 0.564 -0.051
H -0.553 1.218 -1.579 0.262
H 0.616 0.332 -0.486 0.356
H 1.714 2.202 0.029 0.203
H 0.766 3.719 1.009 0.228
H -0.070 4.719 0.099 0.440
C 6.238 -2.017 4.205 -0.719
O 6.603 -0.794 3.595 -0.345
C 7.401 -0.943 2.427 -0.826
C 6.644 -0.488 1.199 -0.171
N 5.560 -1.409 0.881 -0.279
C 4.650 -0.933 -0.155 -1.255
C 3.815 0.306 0.147 -0.351
O 2.845 0.118 1.162 -0.175
C 3.305 0.335 2.486 -0.674
H 5.736 -1.778 5.141 0.240
H 5.550 -2.594 3.578 0.300
H 7.119 -2.626 4.427 0.347
H 7.750 -1.973 2.312 0.406
H 8.279 -0.304 2.552 0.399
H 7.333 -0.445 0.350 0.388
H 6.277 0.529 1.395 0.171
H 5.026 -1.586 1.722 0.084
H 3.958 -1.750 -0.372 0.414
H 5.225 -0.754 -1.069 0.455
H 3.252 0.541 -0.762 0.391
H 4.431 1.187 0.362 0.460
H 4.089 1.096 2.525 0.356
H 3.668 -0.591 2.940 0.234
H 2.454 0.680 3.073 0.154
C -7.798 0.764 -3.174 -0.724
O -7.295 -0.444 -2.635 -0.343
C -6.918 -1.404 -3.614 -0.818
C -5.422 -1.627 -3.599 -0.178
N -4.714 -0.459 -4.109 -0.296
C -3.267 -0.507 -3.929 -1.145
C -2.726 -0.494 -2.503 -0.235
O -2.951 0.720 -1.810 -0.349
C -4.210 0.811 -1.155 -0.849
H -8.158 1.367 -2.342 0.243
H -7.021 1.327 -3.702 0.306
H -8.632 0.575 -3.856 0.345
H -7.260 -1.112 -4.611 0.409
H -7.413 -2.344 -3.352 0.393
H -5.183 -2.489 -4.228 0.379
H -5.134 -1.865 -2.566 0.171
H -5.069 0.366 -3.645 0.093
H -2.853 0.363 -4.444 0.396
H -2.881 -1.392 -4.443 0.458
H -1.639 -0.600 -2.572 0.391
H -3.078 -1.346 -1.910 0.368
H -4.564 -0.167 -0.819 0.381
H -4.960 1.274 -1.801 0.180
H -4.080 1.455 -0.287 0.487
```

Calculated values
SMILES: CCOPC[C@@H]1CO1.COCCNCCOC.COCCNCCOC
Gap between HOMO and LUMO in eV: 8.57
E_LUMO in eV: 0.8
DFT total energy in eV: -42839.8542
Molar mass in g mol⁻¹: 400.50
E_HOMO in eV: -7.742
Maximum force in eV Å⁻¹: 2.68



Molecular formula: C45H53BBr2MnN7O2Si3Te
Method: DFT, ωB97M-V with the def2-TZVPD basis set

The geometry in XYZ format:
```
115
Properties=species:S:1:pos:R:3:mulliken_charge:R:1
Mn -0.865 0.613 0.432 0.506
C -1.542 -1.813 -3.080 -1.412
C -0.740 -0.954 -2.318 -0.886
N -1.205 -0.856 -1.078 1.159
N -2.307 -1.626 -1.019 0.561
C -2.533 -2.214 -2.203 -0.453
B -3.187 -1.632 0.247 0.063
N -2.313 -1.849 1.483 0.092
C -2.307 -2.860 2.360 -0.255
C -1.315 -2.620 3.290 -1.414
C -0.753 -1.402 2.880 -0.695
N -1.373 -0.939 1.799 1.058
N -3.825 -0.236 0.301 -0.509
C -5.114 0.142 0.284 -0.261
C -5.153 1.520 0.208 -1.822
C -3.801 1.898 0.186 -0.588
N -3.012 0.837 0.270 1.050
H -1.416 -2.101 -4.110 0.487
H 0.149 -0.412 -2.598 0.428
H -3.383 -2.864 -2.337 0.471
H -4.035 -2.494 0.172 -0.255
H -3.000 -3.679 2.251 0.442
H -1.034 -3.232 4.130 0.401
H 0.052 -0.834 3.319 0.573
H -5.900 -0.596 0.292 0.456
H -6.020 2.156 0.160 0.469
H -3.363 2.879 0.096 0.839
C -2.319 2.222 3.177 -1.469
C -0.830 2.172 3.257 0.559
C -0.159 2.758 4.357 -1.234
C 1.196 2.752 4.416 -1.345
C 1.939 2.149 3.382 1.318
C 3.353 2.136 3.301 -0.124
Br 4.413 2.926 4.670 -0.238
C 3.968 1.594 2.218 -0.405
C 3.225 0.996 1.186 0.183
Br 4.189 0.364 -0.313 -0.147
C 1.834 0.879 1.219 -0.230
O 1.102 0.264 0.365 0.011
C 1.203 1.543 2.344 -1.004
N -0.161 1.560 2.302 1.405
H -2.730 2.909 3.918 0.530
H -2.754 1.231 3.329 0.194
H -2.604 2.550 2.190 0.015
H -0.743 3.232 5.136 0.439
H 1.718 3.214 5.245 0.348
H 5.047 1.620 2.139 0.500
C -1.619 -8.543 -0.645 -1.049
Si -1.479 -6.703 -0.930 0.129
C -3.093 -5.889 -0.485 -0.540
C -1.092 -6.401 -2.723 -0.885
C -0.131 -6.004 0.144 -0.830
Te 0.220 -3.938 -0.284 -0.258
C 2.010 -3.785 0.867 -0.682
Si 3.506 -3.901 -0.243 0.288
C 3.232 -2.976 -1.834 -0.471
C 3.760 -5.709 -0.630 -1.000
C 5.000 -3.258 0.663 -0.817
H -2.365 -8.983 -1.315 0.288
H -1.917 -8.765 0.384 0.297
H -0.663 -9.041 -0.833 0.276
H -3.841 -6.050 -1.267 0.353
H -2.966 -4.809 -0.357 -0.160
H -3.492 -6.289 0.452 0.318
H -1.754 -6.987 -3.368 0.345
H -0.058 -6.676 -2.949 0.306
H -1.208 -5.343 -2.977 0.245
H 0.809 -6.539 -0.020 0.317
H -0.400 -6.084 1.202 0.518
H 1.967 -4.606 1.587 0.571
H 1.950 -2.844 1.421 0.286
H 2.711 -3.609 -2.557 0.358
H 4.180 -2.648 -2.268 0.356
H 2.624 -2.082 -1.661 -0.168
H 2.884 -6.114 -1.147 0.160
H 3.918 -6.288 0.286 0.301
H 4.630 -5.856 -1.277 0.313
H 4.839 -2.227 0.991 0.122
H 5.883 -3.264 0.017 0.285
H 5.215 -3.872 1.545 0.294
O -0.866 2.341 -0.422 0.790
Si -0.101 3.655 -0.888 -1.543
C -1.351 4.955 -1.432 0.728
C -2.613 4.537 -1.872 -0.456
C -3.572 5.455 -2.289 -0.673
C -3.286 6.814 -2.278 -0.477
C -2.038 7.253 -1.853 -0.703
C -1.086 6.330 -1.434 -0.255
C 1.072 3.330 -2.324 -0.213
C 1.510 4.331 -3.198 -0.478
C 2.397 4.054 -4.231 -0.765
C 2.871 2.758 -4.407 -0.618
C 2.459 1.752 -3.545 -0.777
C 1.568 2.037 -2.513 0.435
C 0.932 4.481 0.456 0.862
C 2.323 4.325 0.515 -0.258
C 3.072 4.900 1.536 -0.704
C 2.445 5.647 2.525 -0.488
C 1.065 5.810 2.493 -0.935
C 0.323 5.232 1.470 0.024
H -2.834 3.475 -1.886 0.455
H -4.543 5.108 -2.622 0.416
H -4.033 7.530 -2.601 0.357
H -1.811 8.312 -1.841 0.396
H -0.122 6.689 -1.086 0.391
H 1.142 5.346 -3.082 0.317
H 2.719 4.844 -4.900 0.390
H 3.565 2.538 -5.209 0.353
H 2.841 0.745 -3.664 0.522
H 1.274 1.252 -1.826 0.290
H 2.831 3.742 -0.247 0.279
H 4.146 4.759 1.566 0.418
H 3.029 6.091 3.322 0.402
H 0.569 6.384 3.267 0.369
H -0.755 5.372 1.457 0.473
```

Calculated values
Multiplicity: 2
Gap between HOMO and LUMO (alpha / beta) in eV: 6.47 / 6.01
E_LUMO (alpha / beta) in eV: 2.0 / 2.0
⟨S²⟩: 0.798
Charge: -1
DFT total energy in eV: -265069.5646
Molar mass in g mol⁻¹: 1161.38
E_HOMO (alpha / beta) in eV: -4.448 / -3.990
Maximum force in eV Å⁻¹: 1.67



Molecular formula: H3O4PS
Method: DFT, ωB97M-V with the def2-TZVPD basis set

The geometry in XYZ format:
```
9
Properties=species:S:1:pos:R:3:mulliken_charge:R:1
O 1.065 -1.369 -0.373 -0.423
P 0.973 0.002 0.512 0.250
O -0.044 0.819 -0.441 -0.346
O 2.370 0.698 0.007 -0.433
H 1.548 -2.080 0.043 0.314
H -0.974 0.595 -0.359 0.377
H 2.646 1.435 0.555 0.313
O -3.088 0.077 -0.154 -0.293
S -4.496 -0.176 0.210 0.240
```

Calculated values
SMILES: OP(O)O.O=S
Gap between HOMO and LUMO (alpha / beta) in eV: 6.96 / 6.96
E_LUMO (alpha / beta) in eV: -2.0 / -2.0
DFT total energy in eV: -28362.6118
Molar mass in g mol⁻¹: 130.06
E_HOMO (alpha / beta) in eV: -8.944 / -8.944
Maximum force in eV Å⁻¹: 0.61